DFT (wB97M-V/def2-TZVPD) results for a molecular structure, C21H38GeN3OPdS2Si3.

The geometry in XYZ format:
```
70
Properties=species:S:1:pos:R:3:forces:R:3
Pd 0.62474 -1.22065 -0.25331 0.566 -0.355 -0.012
O 0.85784 -0.83486 1.95966 -0.118 -0.108 0.140
C 2.03972 -0.59196 2.72724 0.129 0.234 0.049
C 2.86760 -1.83734 2.97089 0.060 0.026 0.057
C 3.18443 -2.58074 1.67396 -0.266 -0.146 -0.223
C 3.89785 -1.71378 0.66893 -0.038 -0.109 0.125
C 5.26250 -1.46142 0.76371 -0.004 -0.066 -0.040
C 5.87967 -0.69621 -0.20823 -0.043 0.027 -0.070
C 5.11923 -0.21550 -1.26511 -0.006 -0.043 0.066
C 3.76609 -0.49865 -1.27375 0.007 0.094 -0.075
N 3.16032 -1.20058 -0.31696 -0.067 0.032 -0.057
H 0.31420 -1.49802 2.40606 -0.005 0.070 -0.031
H 1.74756 -0.10646 3.66384 0.069 -0.060 -0.011
H 2.60969 0.12845 2.14184 -0.024 -0.005 0.027
H 2.36623 -2.50782 3.67382 -0.059 -0.014 -0.035
H 3.79250 -1.51369 3.45805 0.005 -0.029 0.027
H 2.24905 -2.93336 1.21157 0.291 0.072 0.123
H 3.78128 -3.47137 1.88065 0.049 0.078 0.073
H 5.82967 -1.88734 1.57954 0.031 -0.019 0.043
H 6.94087 -0.49582 -0.15729 0.037 0.011 0.006
H 5.55844 0.36114 -2.06509 0.027 0.019 -0.030
H 3.13142 -0.16035 -2.08592 0.023 -0.001 0.025
S 0.51957 -1.83366 -2.44221 0.013 0.324 -0.026
C -0.68294 -3.07731 -2.42747 -0.032 0.002 -0.040
C -1.17552 -3.48618 -3.70987 0.030 0.065 0.232
N -1.57501 -3.78345 -4.74483 -0.042 -0.052 -0.202
C -1.18818 -3.60910 -1.28542 -0.097 0.036 0.014
S -0.69645 -3.08281 0.28383 -0.166 -0.169 0.205
C -2.23710 -4.58465 -1.33052 0.192 0.105 -0.009
N -3.07704 -5.36796 -1.33594 -0.157 -0.128 0.003
C 1.56883 2.67747 1.28408 0.018 -0.001 -0.037
Si 0.41669 2.48064 -0.18192 -0.155 -0.120 -0.033
C 1.45492 2.52226 -1.73631 0.014 0.021 0.030
C -0.76705 3.93576 -0.20538 0.144 0.067 0.029
Ge -1.02029 0.55137 -0.13777 -0.414 0.118 -0.376
Si -2.39283 0.45951 1.84493 0.185 -0.003 -0.163
C -3.55913 1.92488 1.73697 0.050 -0.027 0.136
C -3.41640 -1.09677 1.93719 -0.028 -0.042 -0.009
C -1.39233 0.64868 3.42800 -0.078 -0.067 0.022
Si -2.43161 0.61189 -2.10309 0.092 0.078 0.091
C -3.65349 2.04069 -2.02557 0.066 -0.043 -0.015
C -3.42853 -0.97149 -2.15110 0.004 -0.033 -0.051
C -1.41735 0.91389 -3.65002 0.073 -0.112 -0.026
H 1.87016 3.72188 1.37342 0.023 0.090 -0.008
H 2.47475 2.09226 1.13890 0.111 -0.095 -0.011
H 1.11751 2.37998 2.22626 -0.069 -0.028 0.122
H 1.91005 3.50717 -1.85308 0.036 0.077 -0.008
H 0.87183 2.30882 -2.62890 -0.061 -0.025 -0.077
H 2.25996 1.79297 -1.67464 0.062 -0.059 -0.008
H -0.17989 4.85575 -0.22795 0.015 0.100 -0.007
H -1.40350 3.97135 0.67518 -0.048 0.002 0.101
H -1.40721 3.92840 -1.08287 -0.060 -0.014 -0.112
H -4.27827 1.81138 0.93329 -0.105 -0.033 -0.138
H -3.05149 2.87657 1.60192 0.060 0.083 -0.001
H -4.11649 1.97604 2.67411 -0.067 0.031 0.065
H -4.20201 -1.09111 1.18146 -0.045 0.015 -0.065
H -3.89370 -1.16430 2.91658 -0.061 0.001 0.059
H -2.82684 -1.99783 1.77681 0.049 -0.024 0.031
H -0.51262 1.27323 3.30581 0.089 0.109 -0.046
H -1.06298 -0.31878 3.80685 0.011 -0.069 0.055
H -2.02187 1.10032 4.19537 -0.057 0.010 0.084
H -4.37402 1.94631 -1.22030 -0.105 -0.042 0.135
H -4.21318 2.04173 -2.96244 -0.052 -0.002 -0.099
H -3.17064 3.00969 -1.93438 0.052 0.117 0.003
H -4.44146 -0.78603 -1.79495 -0.091 0.043 0.029
H -3.00006 -1.74116 -1.51739 0.061 -0.128 0.066
H -3.49984 -1.37092 -3.16321 -0.001 -0.036 -0.062
H -1.21170 1.97824 -3.76346 0.014 0.100 0.001
H -1.99157 0.59382 -4.52150 -0.051 0.005 -0.063
H -0.47459 0.36693 -3.66261 -0.084 0.042 0.003
```
Forces are in eV/Å.

Properties
Spin multiplicity = 2
Kohn-Sham gap (alpha / beta) = 0.234 / 0.233 hartree
Largest force on an atom = 0.013 Eh/bohr
LUMO level (alpha / beta) = -1.0 / -1.2 eV



DFT (wB97M-V/def2-TZVPD) results for a molecular structure, C21H38InN7S.

The geometry in XYZ format:
```
68
Properties=species:S:1:pos:R:3:forces:R:3
In -0.01638 0.15860 -0.02530 -0.212 -0.277 -0.213
C 0.76176 -1.83528 -3.34214 0.009 -0.024 -0.039
C 0.13821 -0.44622 -3.43567 -0.039 0.034 0.008
N 0.69693 0.48325 -2.43840 0.040 -0.009 0.008
C 0.43356 1.89589 -2.73817 -0.002 0.005 0.014
C -0.96708 2.27573 -2.29112 0.000 -0.025 0.024
N -1.11429 2.00225 -0.84740 0.155 0.073 -0.037
C -2.48260 2.22708 -0.34884 -0.035 -0.004 0.052
C -3.51410 1.23151 -0.88501 0.001 0.009 -0.012
C -3.00478 -0.17909 -1.13906 0.006 0.027 -0.026
N -2.23062 -0.75443 -0.01217 -0.015 0.053 0.092
C -2.18619 -2.23429 -0.09650 -0.012 0.038 0.017
C -1.22453 -2.68486 -1.17996 -0.004 -0.031 -0.050
N 0.08185 -2.08034 -0.91465 0.030 0.072 0.020
C 1.11936 -2.31528 -1.94025 0.033 -0.027 0.048
H 1.68747 -1.85958 -3.92082 0.007 0.004 0.007
H 0.09472 -2.54342 -3.83661 -0.005 0.004 0.007
H -0.94082 -0.50503 -3.28845 0.013 0.003 0.004
H 0.28416 -0.05401 -4.44711 0.003 -0.003 -0.005
H 1.70183 0.33900 -2.40034 -0.009 0.022 -0.005
H 0.55904 2.11824 -3.80149 -0.019 -0.002 -0.008
H 1.15816 2.50053 -2.18789 0.002 0.004 0.000
H -1.71681 1.70788 -2.84281 0.009 -0.004 0.001
H -1.15267 3.33285 -2.49746 0.014 0.004 -0.001
H -0.47684 2.64834 -0.35546 -0.050 0.010 -0.008
H -2.80281 3.24382 -0.59110 -0.014 -0.003 -0.006
H -2.43857 2.17329 0.73767 0.002 -0.024 -0.011
H -3.93956 1.58903 -1.82395 0.011 0.001 -0.008
H -4.35059 1.20344 -0.18304 0.005 0.004 0.008
H -2.36137 -0.19325 -2.01702 -0.012 0.003 0.008
H -3.85522 -0.82736 -1.36613 -0.016 0.007 0.005
H -2.71347 -0.51315 0.84926 0.000 -0.012 0.006
H -3.18519 -2.63280 -0.28573 -0.001 -0.008 -0.017
H -1.85013 -2.61846 0.86440 0.011 -0.003 0.008
H -1.57117 -2.37067 -2.16457 -0.001 0.005 0.008
H -1.17872 -3.77750 -1.19241 0.001 -0.002 0.007
H 0.43349 -2.47965 -0.04630 -0.003 -0.016 0.005
H 1.36159 -3.38045 -1.99111 -0.004 -0.003 -0.003
H 2.01718 -1.80848 -1.57962 -0.001 0.008 -0.003
N 1.13813 3.33964 0.71126 -0.057 -0.009 -0.016
C 1.12976 2.96188 2.13569 0.020 -0.031 -0.009
C -0.25686 2.55688 2.59920 -0.070 -0.039 -0.028
N -0.63480 1.19056 2.13441 0.078 0.128 0.121
H 2.07545 3.22007 0.34200 -0.010 -0.009 -0.003
H 0.93649 4.33127 0.62332 -0.002 0.012 0.025
H 1.48795 3.76795 2.77894 -0.005 0.026 -0.016
H 1.81695 2.12336 2.26823 -0.012 -0.003 0.018
H -1.00084 3.26284 2.22316 0.034 0.026 -0.016
H -0.30138 2.59839 3.68893 -0.003 0.000 0.006
H -1.59941 1.03059 2.41425 0.008 -0.044 0.006
H -0.10037 0.51628 2.67933 0.009 0.007 -0.042
S 4.26593 -0.74822 1.49932 0.067 -0.086 -0.076
C 4.36793 0.36889 0.22414 -0.012 0.075 0.076
C 3.13103 0.73185 -0.22621 -0.009 -0.019 -0.064
C 2.05901 0.07800 0.45083 0.196 0.005 0.022
C 2.54612 -0.77509 1.41150 -0.122 0.048 0.082
C 1.75091 -1.60766 2.33150 -0.023 0.037 0.001
C 2.33971 -2.35989 3.34818 -0.004 -0.003 -0.004
C 1.54029 -3.08214 4.21178 0.004 -0.001 0.008
C 0.16088 -3.03347 4.05554 -0.006 -0.004 0.002
C -0.34359 -2.27433 3.02063 0.017 -0.013 0.000
N 0.41660 -1.58329 2.16083 0.011 -0.016 -0.015
H 5.33034 0.71209 -0.12357 -0.013 0.007 0.023
H 3.01187 1.45518 -1.02458 -0.001 -0.010 0.004
H 3.41473 -2.37055 3.46726 0.000 -0.001 -0.009
H 1.98490 -3.66873 5.00462 -0.001 0.004 -0.003
H -0.50534 -3.56848 4.71699 0.008 0.000 -0.004
H -1.41724 -2.21099 2.87523 0.004 0.002 0.006
```
Forces are in eV/Å.

Properties
Kohn-Sham gap = 0.319 hartree
Largest force on an atom = 0.008 Eh/bohr
LUMO level = -5.1 eV
Charge = +2



DFT (wB97M-V/def2-TZVPD) results for a molecular structure, C21H38MnN6O7P2S4.

The geometry in XYZ format:
```
79
Properties=species:S:1:pos:R:3:forces:R:3
Mn -1.32065 -1.39656 0.16951 -0.318 0.325 0.481
C -0.20631 3.17410 1.53662 -0.009 0.007 -0.017
N -1.43785 3.26075 0.74843 0.006 0.020 0.059
C -2.53372 3.89602 1.48580 0.010 -0.004 -0.020
P -1.82249 2.05024 -0.28241 0.031 0.020 -0.054
O -2.20716 0.73002 0.27751 0.208 -0.133 -0.233
O -0.41363 1.93576 -1.09851 -0.061 0.005 -0.019
P 0.50332 0.69102 -1.50813 0.004 -0.156 0.110
O 0.29268 -0.43564 -0.53649 0.047 -0.101 -0.075
N 2.03057 1.22584 -1.38389 0.057 -0.016 -0.036
C 3.11861 0.31657 -1.02933 -0.010 0.035 0.031
C 2.44188 2.50026 -1.96453 -0.006 -0.028 0.007
N 0.12952 0.36086 -3.05292 -0.040 0.177 -0.038
C -1.27097 0.30473 -3.47488 -0.021 0.016 -0.016
C 1.09271 0.42399 -4.14555 0.006 -0.077 0.017
N -2.93848 2.61053 -1.30965 -0.040 0.024 0.055
C -4.12065 1.82932 -1.67672 -0.007 -0.012 -0.004
C -2.80310 3.90186 -1.97117 -0.002 -0.014 -0.015
H 0.09651 4.18068 1.82566 0.002 0.002 -0.002
H 0.59460 2.72891 0.94994 -0.002 0.000 0.003
H -0.35585 2.58981 2.45034 0.005 -0.007 0.012
H -2.24959 4.92015 1.72748 -0.002 0.003 0.000
H -2.74665 3.36519 2.41820 -0.003 -0.002 0.001
H -3.43656 3.91842 0.87903 0.000 0.003 0.002
H 2.72046 -0.58808 -0.57503 0.008 0.013 -0.002
H 3.78157 0.80937 -0.31622 0.003 -0.003 0.008
H 3.70468 0.03955 -1.91078 -0.001 0.011 -0.002
H 1.57249 3.12063 -2.17308 -0.003 0.002 -0.008
H 3.00376 2.35526 -2.89082 0.003 -0.002 -0.002
H 3.07757 3.03000 -1.25361 -0.002 0.010 -0.002
H -1.93498 0.20803 -2.61916 0.010 -0.011 0.001
H -1.43377 -0.57440 -4.09731 0.006 -0.003 0.004
H -1.53512 1.20425 -4.03908 0.008 -0.002 -0.002
H 2.10594 0.28433 -3.77638 0.010 0.019 0.005
H 1.03301 1.37543 -4.68169 -0.009 -0.005 0.001
H 0.87875 -0.38101 -4.84906 0.007 -0.007 0.000
H -4.10656 0.86268 -1.17978 -0.002 0.000 -0.006
H -4.14101 1.67028 -2.75680 0.001 -0.008 0.000
H -5.02746 2.36384 -1.38652 0.007 0.013 -0.006
H -1.85674 4.36864 -1.70625 -0.004 0.006 0.009
H -3.61529 4.57155 -1.67855 -0.005 -0.005 -0.003
H -2.84035 3.77025 -3.05471 0.011 0.005 -0.001
C 0.28455 -5.65249 -0.19833 0.009 -0.069 -0.027
S 0.33329 -3.94190 -0.68451 -0.072 0.200 0.256
O -0.26235 -3.22217 0.52989 0.282 -0.037 -0.264
C 2.08370 -3.62355 -0.55720 -0.031 0.000 -0.011
C 2.67909 -3.48385 0.68968 0.010 0.004 -0.016
C 4.02918 -3.18067 0.75926 -0.006 -0.001 -0.003
C 4.76833 -3.01918 -0.40866 0.007 -0.005 -0.003
C 4.16057 -3.15406 -1.64807 0.008 -0.015 0.004
C 2.80522 -3.44973 -1.72731 0.013 -0.016 -0.005
H 0.72060 -5.75745 0.79343 -0.005 -0.003 -0.002
H 0.83596 -6.23186 -0.93791 0.004 -0.020 0.012
H -0.76579 -5.93902 -0.20308 -0.013 0.009 0.008
H 2.08234 -3.60330 1.58584 0.003 -0.018 0.002
H 4.51100 -3.07782 1.72277 0.001 0.001 -0.002
H 5.82401 -2.78939 -0.34877 -0.001 0.002 0.000
H 4.73846 -3.02655 -2.55372 0.004 -0.003 -0.003
H 2.31250 -3.54107 -2.68800 0.001 -0.005 -0.004
N 1.07143 0.46695 6.62330 0.015 0.005 -0.003
C 0.30400 1.14479 5.76074 -0.126 0.019 0.039
S -0.14148 2.71308 5.93297 0.044 -0.029 -0.016
C -0.11878 0.38211 4.55011 0.052 0.019 -0.026
C -1.45084 0.36855 4.15496 0.001 0.003 0.017
C -1.78886 -0.24855 2.96965 -0.013 0.055 0.024
N -0.87531 -0.82273 2.17870 -0.086 -0.167 -0.250
C 0.39924 -0.84096 2.56791 0.032 -0.034 0.009
C 0.81895 -0.26202 3.75159 -0.011 -0.004 0.006
H 1.37157 0.92836 7.46733 0.010 -0.006 -0.002
H 1.19430 -0.52904 6.54798 0.008 0.004 -0.004
H -2.20435 0.85987 4.75393 0.002 -0.002 0.001
H -2.80995 -0.25457 2.61451 0.007 -0.021 -0.031
H 1.09783 -1.31962 1.89309 -0.009 0.009 -0.003
H 1.86767 -0.27017 4.01649 0.003 -0.003 -0.010
O -4.20560 -2.08892 -2.17227 -0.008 0.034 0.000
S -3.20383 -2.72975 -1.37797 -0.107 -0.058 0.109
O -3.03019 -4.14710 -1.50191 0.069 0.037 -0.015
O -1.84763 -2.01464 -1.56600 -0.003 0.150 0.079
S -3.41253 -2.21499 0.62012 0.006 -0.157 -0.106
```
Forces are in eV/Å.

Properties
Spin multiplicity = 5
Kohn-Sham gap (alpha / beta) = 0.269 / 0.298 hartree
Largest force on an atom = 0.013 Eh/bohr
LUMO level (alpha / beta) = -3.7 / -2.9 eV
Charge = +1



> Among the records above, which one has the lowest largest force on an atom?

C21H38InN7S